{"formula": "C5H8N2", "method": "ωB97M-V/def2-TZVPD", "fmax_ev_per_a": 0.4, "gap_ha": 0.3635, "total_energy_ha": -304.78153, "multiplicity": 1, "e_lumo_ev": 0.52, "smiles": "CC1=C[C@@H](C)N=N1", "homo_ev": -9.37, "mol_weight_g_mol": 96.13, "elements": ["C", "C", "C", "C", "C", "N", "N", "H", "H", "H", "H", "H", "H", "H", "H"], "xyz": [[-0.40, 2.50, -0.08], [-0.01, 1.07, -0.26], [0.54, 0.17, 0.56], [0.61, -1.11, -0.20], [-0.22, -2.24, 0.38], [0.08, -0.75, -1.53], [-0.27, 0.45, -1.54], [0.38, 3.18, -0.45], [-0.58, 2.73, 0.97], [-1.31, 2.70, -0.65], [0.85, 0.31, 1.59], [1.65, -1.45, -0.37], [-0.26, -3.09, -0.31], [-1.25, -1.89, 0.56], [0.20, -2.58, 1.34]], "nbo_charge": [-0.65, 0.09, -0.22, -0.17, -0.59, -0.11, -0.16, 0.23, 0.22, 0.23, 0.23, 0.24, 0.23, 0.22, 0.21]}